Record 1
72
Properties=species:S:1:pos:R:3:mulliken_charge:R:1 method="wB97M-V/def2-TZVPD" total_charge=+1 e_homo_ev=-9.5 molar_mass_da=428.60 max_force_ev_per_a=8.9 orbital_gap_ev=6.28
C 4.87 -3.60 6.20 -0.871
C 5.30 -4.65 5.00 -0.267
O 6.08 -3.90 4.00 -0.285
C 6.18 -4.65 2.72 -0.447
C 6.34 -3.51 1.53 -0.372
O 6.25 -2.12 2.06 -0.418
C 4.86 -1.68 1.88 -0.290
N 4.70 -0.18 2.22 -0.051
C 3.47 0.36 1.98 0.328
N 2.38 -0.57 1.43 -0.311
C 1.22 0.43 1.37 -0.115
C -0.23 -0.22 0.85 0.278
C -1.40 0.64 1.61 -0.532
C -2.90 -0.01 1.54 -0.512
C -2.95 -1.64 1.34 -0.568
N -4.35 -2.21 1.30 0.269
C -4.63 -3.03 0.05 -0.093
C -6.17 -3.60 0.10 -0.464
C -6.69 -2.96 1.52 -0.377
C -5.51 -2.09 2.26 -0.313
N 1.56 1.85 1.79 -0.073
N 2.91 1.76 2.16 -0.166
H 5.58 -2.67 6.23 0.248
H 3.78 -3.20 5.92 0.212
H 4.86 -4.14 7.25 0.291
H 5.98 -5.51 5.40 0.297
H 4.33 -5.04 4.47 0.278
H 5.23 -5.32 2.51 0.286
H 7.10 -5.40 2.73 0.304
H 5.65 -3.69 0.60 0.304
H 7.46 -3.61 1.13 0.275
H 4.12 -2.35 2.48 0.242
H 4.63 -1.77 0.71 0.275
H 5.47 0.40 2.62 0.298
H -0.18 -1.35 1.14 0.353
H -0.22 -0.06 -0.32 -0.053
H -1.09 0.92 2.73 0.383
H -1.46 1.69 1.04 0.199
H -3.61 0.50 0.73 0.264
H -3.42 0.22 2.59 0.265
H -2.33 -2.01 0.41 0.237
H -2.43 -2.11 2.31 0.164
H -3.79 -3.14 -0.76 0.194
H -6.70 -4.28 -0.69 0.296
H -7.79 -3.14 1.87 0.276
H -5.52 -1.49 3.26 0.273
H 0.91 2.66 1.78 0.314
H 3.46 2.57 2.53 0.247
C -2.38 1.50 -4.10 -1.214
C -1.05 1.75 -3.40 0.391
C 0.12 1.55 -4.35 -1.334
O -0.92 0.86 -2.29 -0.444
H -2.44 0.47 -4.46 0.440
H -3.21 1.64 -3.40 0.299
H -2.51 2.18 -4.94 0.268
H -1.03 2.77 -3.00 0.138
H 0.15 0.52 -4.72 0.356
H 1.07 1.72 -3.83 0.329
H 0.06 2.23 -5.20 0.383
H -0.94 -0.05 -2.63 0.296
C -4.49 5.93 -5.01 -1.438
C -3.14 5.29 -4.71 0.653
C -2.06 6.35 -4.55 -1.311
O -2.79 4.42 -5.78 -0.525
H -4.46 6.50 -5.94 0.356
H -5.26 5.16 -5.14 0.350
H -4.80 6.60 -4.20 0.368
H -3.21 4.69 -3.80 0.208
H -1.94 6.93 -5.47 0.344
H -1.09 5.88 -4.35 0.306
H -2.29 7.03 -3.73 0.378
H -2.73 4.94 -6.59 0.331

=====

Record 2
11
Properties=species:S:1:pos:R:3:nbo_charge:R:1 method="wB97M-V/def2-TZVPD" smiles="O=Cc1ccnnn1" e_homo_ev=-9.9 molar_mass_da=109.09 e_above_lowest_kcal_mol=91.9 max_force_ev_per_a=8.2 orbital_gap_ev=8.86
C 2.07 -0.09 0.12 0.432
C 0.50 -0.25 0.09 0.039
C -0.34 0.75 0.02 -0.244
C -1.64 0.46 -0.16 0.033
H 2.35 1.04 0.73 0.104
H -0.18 1.99 0.02 0.242
H -2.38 1.18 -0.63 0.227
N -2.04 -0.82 0.02 -0.216
N -1.29 -1.82 0.04 0.030
N 0.02 -1.55 0.01 -0.191
O 2.94 -0.89 -0.25 -0.456

=====

Record 3
9
Properties=species:S:1:pos:R:3:nbo_charge:R:1 method="wB97M-V/def2-TZVPD" e_homo_ev=-7.6 molar_mass_da=246.02 e_above_lowest_kcal_mol=0.0 max_force_ev_per_a=2.7 orbital_gap_ev=6.30
H 2.17 2.58 -0.26 -0.672
O 0.54 -0.92 -0.84 -0.597
O -2.62 0.34 0.02 -0.570
C -0.53 -0.80 0.10 -0.092
C 0.83 -0.32 0.52 -0.452
C -1.42 0.38 -0.26 0.014
H -0.94 -1.76 0.44 0.205
H 1.37 -1.06 1.12 0.204
Lu 0.60 1.58 -0.83 1.961

=====

Record 4
75
Properties=species:S:1:pos:R:3:mulliken_charge:R:1 method="wB97M-V/def2-TZVPD" total_charge=-1 e_homo_ev=-2.6 molar_mass_da=945.52 max_force_ev_per_a=4.7 orbital_gap_ev=3.66
O -0.20 2.90 0.83 -0.453
P 1.38 3.24 0.29 -0.233
O 2.15 1.86 -0.39 -0.331
In 1.52 5.30 -1.18 0.768
F -0.20 5.68 -2.34 -0.752
H -0.71 2.37 0.20 0.274
H 3.10 2.11 -0.39 0.222
H 2.88 5.05 -2.33 -0.334
H 1.95 6.68 -0.14 -0.315
C 2.37 -0.24 4.78 -0.268
C 1.49 -0.39 3.56 -0.264
O 1.69 0.81 2.81 -0.152
S 3.21 1.32 3.03 0.961
O 4.00 0.87 1.94 -0.458
O 3.17 2.68 3.44 -0.520
O 3.55 0.40 4.32 -0.365
H 1.90 0.42 5.53 0.266
H 2.60 -1.19 5.24 0.335
H 0.43 -0.51 3.81 0.220
H 1.81 -1.23 2.94 0.346
C 5.06 -1.50 -2.97 -0.366
C 4.73 -0.51 -4.08 -0.374
O 3.72 0.34 -3.53 -0.253
S 3.96 0.49 -1.93 1.329
O 4.66 1.70 -1.70 -0.632
O 2.75 0.17 -1.27 -0.442
O 5.00 -0.74 -1.76 -0.343
H 4.30 -2.29 -2.92 0.278
H 6.04 -1.94 -3.10 0.308
H 4.37 -0.99 -4.98 0.301
H 5.60 0.12 -4.32 0.294
C -1.03 -5.07 3.94 -0.217
C -1.33 -5.13 5.43 -0.281
O -0.32 -4.33 6.04 -0.377
S 0.07 -3.12 5.04 1.208
O -0.65 -1.96 5.43 -0.592
O 1.48 -3.13 4.87 -0.572
O -0.61 -3.72 3.71 -0.332
H -0.21 -5.73 3.68 0.295
H -1.91 -5.31 3.34 0.250
H -1.30 -6.14 5.81 0.560
H -2.30 -4.69 5.66 0.056
C -6.02 -5.84 7.04 -0.332
C -5.88 -7.33 7.29 -0.385
O -5.02 -7.80 6.25 -0.310
S -3.97 -6.64 5.87 1.174
O -2.77 -6.90 6.58 -0.593
O -4.02 -6.42 4.47 -0.553
O -4.73 -5.42 6.61 -0.261
H -6.73 -5.64 6.24 0.294
H -6.32 -5.30 7.93 0.304
H -6.84 -7.85 7.26 0.322
H -5.39 -7.53 8.25 0.283
C -1.12 7.62 -5.50 -0.295
C -0.87 6.15 -5.25 -0.251
O -1.96 5.48 -5.90 -0.130
S -2.40 6.32 -7.20 1.053
O -1.77 5.75 -8.34 -0.581
O -3.80 6.55 -7.13 -0.579
O -1.62 7.70 -6.84 -0.341
H -1.88 8.02 -4.83 0.302
H -0.21 8.22 -5.41 0.303
H -0.84 5.91 -4.18 0.220
H 0.06 5.82 -5.72 0.257
C 0.19 0.73 -6.43 -0.160
C -1.08 0.32 -5.71 -0.398
O -1.30 1.33 -4.74 -0.327
S -0.75 2.75 -5.31 1.138
O -1.85 3.48 -5.85 -0.523
O 0.14 3.31 -4.36 -0.390
O 0.12 2.15 -6.54 -0.330
H 1.08 0.48 -5.84 0.123
H 0.27 0.28 -7.42 0.310
H -0.99 -0.66 -5.24 0.327
H -1.94 0.31 -6.39 0.283

=====

Record 5
63
Properties=species:S:1:pos:R:3:nbo_charge:R:1 method="wB97M-V/def2-TZVPD" total_charge=+2 e_homo_ev="-14.7 / -14.8" molar_mass_da=906.21 e_above_lowest_kcal_mol=30.8 max_force_ev_per_a=1.0 orbital_gap_ev="6.63 / 6.41"
Pd 0.03 -0.76 0.21 0.610
F 1.06 1.40 -2.03 -0.300
C 0.78 2.26 -1.05 0.759
F 1.52 1.98 0.01 -0.292
F 1.01 3.49 -1.46 -0.270
S -1.05 2.14 -0.64 2.214
O -1.68 1.56 -1.80 -0.957
O -1.48 3.40 -0.14 -0.844
N -0.96 1.02 0.59 -1.214
S -2.35 0.63 1.33 2.226
O -2.70 -0.74 0.99 -0.998
O -3.39 1.59 1.25 -0.883
C -1.76 0.52 3.08 0.751
F -0.65 -0.22 3.12 -0.310
F -2.71 -0.08 3.79 -0.290
F -1.52 1.72 3.56 -0.268
Cl 2.57 -4.61 1.72 0.163
C 1.16 -3.95 0.91 -0.239
Cl -0.20 -3.81 2.03 0.088
Cl 0.72 -4.93 -0.49 0.109
C 1.51 -2.59 0.43 0.223
N 2.02 -1.62 0.04 -0.264
C -6.05 -2.99 -1.27 -1.239
Si -5.16 -2.36 0.19 2.032
C -5.87 -0.93 1.06 -1.241
C -4.00 -3.51 0.99 -1.237
Si -3.14 -1.08 -2.76 0.213
Te -1.07 -1.77 -1.82 0.195
Si -4.52 0.94 -3.12 1.435
C -6.07 0.26 -3.89 -1.140
C -3.37 1.63 -4.41 -1.136
C -4.92 1.96 -1.63 -1.150
Si -3.02 -2.75 -4.55 1.290
C -4.76 -3.03 -5.15 -1.123
C -2.29 -4.38 -3.96 -1.126
C -1.97 -1.90 -5.84 -1.129
H -6.86 -3.60 -0.82 0.313
H -5.46 -3.67 -1.89 0.277
H -6.54 -2.23 -1.88 0.280
H -6.29 -1.33 2.00 0.304
H -6.68 -0.47 0.50 0.280
H -5.14 -0.18 1.35 0.313
H -4.58 -4.03 1.77 0.301
H -3.19 -2.98 1.49 0.302
H -3.61 -4.26 0.30 0.279
H -5.88 -0.31 -4.80 0.252
H -6.69 1.11 -4.17 0.280
H -6.67 -0.35 -3.20 0.237
H -3.16 0.91 -5.21 0.251
H -2.44 2.00 -3.99 0.281
H -3.89 2.47 -4.88 0.280
H -5.78 1.56 -1.10 0.247
H -5.19 2.96 -2.00 0.282
H -4.10 2.09 -0.94 0.276
H -5.42 -3.44 -4.39 0.239
H -4.72 -3.76 -5.97 0.274
H -5.21 -2.13 -5.56 0.248
H -3.09 -5.05 -3.65 0.255
H -1.58 -4.30 -3.14 0.238
H -1.77 -4.85 -4.80 0.273
H -2.54 -1.13 -6.37 0.255
H -1.68 -2.64 -6.59 0.273
H -1.06 -1.46 -5.44 0.253

=====

Record 6
34
Properties=species:S:1:pos:R:3:nbo_charge:R:1 method="wB97M-V/def2-TZVPD" e_homo_ev=-7.7 molar_mass_da=866.28 e_above_lowest_kcal_mol=0.0 max_force_ev_per_a=2.4 orbital_gap_ev=6.64
La 1.07 0.23 -2.09 1.509
F -3.15 5.28 0.63 -0.291
C -2.10 4.68 0.02 0.246
C -2.25 3.45 -0.56 0.315
F -3.39 2.76 -0.41 -0.301
C -1.31 2.92 -1.38 0.277
F -1.40 1.64 -1.86 -0.307
C -0.16 3.61 -1.67 -0.228
S 1.00 2.95 -2.84 -0.360
C 0.05 4.86 -1.06 0.319
F 1.18 5.53 -1.22 -0.283
C -0.92 5.39 -0.22 0.284
F -0.72 6.59 0.34 -0.288
Se 3.32 -0.42 -0.40 -0.671
Te 3.82 -1.57 -2.54 0.135
Te 1.42 -2.87 -3.22 0.098
Se 0.41 -1.08 -4.59 -0.568
O 0.19 0.56 0.37 -0.644
C 0.01 -0.65 0.33 0.753
O -0.36 -1.31 -0.71 -0.783
C 0.35 -1.60 1.47 -0.146
N 1.12 -2.69 0.81 -0.581
C 0.91 -4.03 1.50 -0.212
C -0.51 -3.85 2.05 -0.435
C -0.78 -2.34 2.18 -0.420
H 1.03 -1.16 2.20 0.233
H 2.06 -2.35 0.62 0.468
H 0.59 -2.59 -0.11 0.480
H 1.66 -4.16 2.27 0.216
H 1.06 -4.81 0.70 0.234
H -0.53 -4.43 2.94 0.233
H -1.20 -4.48 1.43 0.235
H -0.74 -2.09 3.26 0.236
H -1.71 -1.97 1.77 0.248